No. 1
67
Properties=species:S:1:pos:R:3:lowdin_spin:R:1 method="wB97M-V/def2-TZVPD" e_above_lowest_kj_mol=420.8 orbital_gap_ev="2.7 / 2.0" total_charge=+4 homo_energy_ev="-18.23 / -17.98" energy_ev=-64840.0655 multiplicity=3 e_lumo_ev="-15.51 / -15.98"
W -0.066 0.086 1.272 0.755
P 1.676 -0.951 2.544 0.033
P 1.076 1.873 0.379 -0.001
P -0.843 -1.817 0.273 0.013
H -0.085 2.620 -6.422 0.006
C -1.025 2.140 -6.119 0.225
C -2.008 2.854 -5.575 0.229
H -1.879 3.927 -5.394 0.007
C 3.012 -1.763 1.633 0.004
C 2.597 0.093 3.732 0.020
C 1.104 -2.300 3.652 0.001
C 0.498 3.048 -0.860 0.003
C 1.512 2.983 1.761 -0.002
C 2.686 1.311 -0.261 0.000
C -2.133 -1.517 -0.962 0.007
C -1.694 -2.952 1.403 -0.002
C 0.374 -2.863 -0.586 0.010
H -1.168 1.095 -6.418 0.006
H -3.007 2.440 -5.399 0.006
H 3.688 -2.255 2.346 0.000
H 3.601 -1.055 1.045 0.000
H 2.633 -2.525 0.947 0.000
H 3.268 -0.545 4.334 0.002
H 1.921 0.627 4.416 0.000
H 3.224 0.822 3.204 0.000
H 1.983 -2.685 4.185 0.000
H 0.647 -3.123 3.094 0.000
H 0.382 -1.925 4.387 0.000
H 0.370 4.031 -0.385 0.000
H -0.452 2.743 -1.319 0.000
H 1.274 3.090 -1.636 0.000
H 1.865 3.910 1.303 0.000
H 2.293 2.585 2.409 0.000
H 0.636 3.209 2.374 0.000
H 3.149 2.181 -0.745 0.000
H 2.567 0.507 -1.000 0.000
H 3.339 0.961 0.547 0.000
H -3.098 -1.919 -0.606 0.000
H -1.823 -2.017 -1.889 0.003
H -2.245 -0.444 -1.158 0.000
H -2.449 -3.471 0.802 -0.001
H -2.198 -2.426 2.220 0.000
H -0.993 -3.679 1.821 0.000
H -0.168 -3.511 -1.286 0.001
H 0.907 -3.490 0.138 0.000
H 1.103 -2.270 -1.155 0.000
C -1.903 1.029 -3.253 0.058
C -0.537 0.553 -3.411 0.106
C -0.269 -0.641 -4.041 0.010
C -1.304 -1.396 -4.607 0.133
C -2.627 -0.918 -4.582 -0.007
C -2.936 0.251 -3.928 0.103
O -2.169 2.073 -2.601 0.188
H -0.682 0.896 -0.183 -0.005
H 0.249 1.210 -3.032 0.002
H 0.760 -1.008 -4.086 -0.002
H -1.054 -2.336 -5.090 0.007
H -3.429 -1.484 -5.069 -0.002
H -3.945 0.673 -3.887 0.003
N -0.046 1.352 5.258 -0.001
C -0.863 0.466 4.673 0.024
N -1.192 -0.654 5.356 0.000
S -1.437 0.728 3.018 0.057
H 0.206 1.269 6.246 0.000
H 0.114 2.247 4.811 0.001
H -1.966 -1.229 5.011 0.000
H -1.019 -0.717 6.351 0.001

***

No. 2
21
Properties=species:S:1:pos:R:3:nbo_charge:R:1 method="wB97M-V/def2-TZVPD" e_above_lowest_kj_mol=84.5 orbital_gap_ev=9.3 homo_energy_ev=-8.43 energy_ev=-11339.3453 e_lumo_ev=0.86
H -0.467 2.371 -1.756 0.330
N -0.069 1.739 -1.064 -0.739
C -0.689 1.700 0.035 0.463
N -1.847 2.371 0.317 -0.825
C -0.196 0.779 1.122 -0.474
C -0.401 -0.650 0.657 -0.088
N 0.434 -1.701 1.230 -0.616
C 0.614 -1.371 -0.162 0.254
C 1.931 -0.714 -0.519 -0.650
N 0.184 -2.308 -1.162 -0.831
H -2.151 3.094 -0.317 0.386
H -2.162 2.459 1.267 0.389
H -0.740 0.952 2.054 0.201
H 0.861 0.946 1.293 0.245
H -1.447 -0.889 0.463 0.184
H -0.052 -2.576 1.416 0.358
H 1.741 0.224 -1.035 0.252
H 2.503 -0.526 0.382 0.222
H 2.498 -1.381 -1.161 0.216
H -0.757 -2.640 -0.983 0.353
H 0.211 -1.879 -2.076 0.369

***

No. 3
45
Properties=species:S:1:pos:R:3:nbo_charge:R:1 method="wB97M-V/def2-TZVPD" orbital_gap_ev=10.6 homo_energy_ev=-10.38 energy_ev=-170150.5726 e_lumo_ev=0.26 smiles="CC(C)[C@H](C)COOC(=O)O.ClC(Cl)Cl.ClC(Cl)Cl.ClC(Cl)Cl.ClC(Cl)Cl"
C 3.238 -0.381 3.716 -0.636
C 1.966 -0.407 2.678 -0.224
C 2.170 0.814 1.603 -0.661
C 1.769 -1.894 2.016 -0.238
C 2.751 -2.220 0.742 -0.649
C 0.207 -2.261 1.614 -0.124
O -0.038 -2.264 0.153 -0.250
O -0.993 -1.403 -0.090 -0.215
C -0.407 -0.158 -0.637 0.942
O -0.959 1.052 -0.394 -0.612
O 0.842 -0.183 -1.427 -0.698
H 4.058 0.363 3.315 0.219
H 2.868 0.045 4.745 0.223
H 3.666 -1.466 3.854 0.214
H 0.969 -0.167 3.288 0.208
H 2.917 0.586 0.727 0.212
H 2.659 1.715 2.214 0.221
H 1.128 1.251 1.219 0.227
H 2.066 -2.675 2.868 0.216
H 2.397 -3.239 0.232 0.226
H 3.835 -2.446 1.161 0.221
H 2.745 -1.419 -0.110 0.229
H -0.597 -1.620 2.173 0.220
H 0.032 -3.388 1.966 0.201
H 1.293 0.715 -1.253 0.521
Cl -2.135 -1.438 -4.129 0.017
C -3.138 -0.070 -3.618 -0.283
Cl -3.142 1.196 -4.858 0.021
Cl -4.792 -0.606 -3.272 0.005
H -2.712 0.346 -2.702 0.239
Cl -4.173 1.848 -10.527 0.017
C -3.734 1.377 -8.876 -0.281
Cl -3.256 2.798 -7.931 0.015
Cl -5.080 0.532 -8.092 0.021
H -2.882 0.695 -8.928 0.232
Cl 4.567 1.251 6.595 0.018
C 6.003 2.104 6.003 -0.281
Cl 7.458 1.128 6.266 0.020
Cl 5.825 2.506 4.287 0.016
H 6.106 3.035 6.566 0.233
Cl -6.844 2.564 -0.338 0.016
C -7.000 0.832 -0.680 -0.283
Cl -7.247 -0.078 0.820 0.013
Cl -8.331 0.539 -1.812 0.014
H -6.072 0.488 -1.143 0.237

***

No. 4
15
Properties=species:S:1:pos:R:3:nbo_charge:R:1 method="wB97M-V/def2-TZVPD" e_above_lowest_kj_mol=253.3 orbital_gap_ev=8.5 homo_energy_ev=-8.57 energy_ev=-18091.1174 e_lumo_ev=-0.05 smiles="C/N=C/N(C)C=S"
C 1.389 2.182 0.643 -0.438
N 0.501 1.304 -0.052 -0.473
C 0.242 0.105 0.371 0.269
N -0.606 -0.693 -0.312 -0.431
C -1.019 -2.007 0.276 -0.397
C -0.825 -0.448 -1.692 -0.087
S -1.941 -1.420 -2.426 -0.087
H 0.821 3.073 1.057 0.201
H 2.282 2.562 0.286 0.211
H 1.832 1.788 1.564 0.159
H 0.896 -0.226 1.198 0.166
H -2.075 -2.032 0.165 0.235
H -0.711 -2.013 1.235 0.196
H -0.351 -2.732 -0.227 0.214
H -0.436 0.557 -2.085 0.261

***

no.,F_max (Eh/bohr)
1,0.069
2,0.018
3,0.171
4,0.095